<1>
{
  "formula": "C3H3ClS",
  "method": "ωB97M-V/def2-TZVPD",
  "homo_lumo_gap_ev": 7.4,
  "homo_energy_ev": -8.249,
  "e_lumo_ev": -0.859,
  "elements": ["C", "C", "C", "S", "Cl", "H", "H", "H"],
  "positions_angstrom": [[0.92402, -0.38394, 1.38948], [0.31884, -0.03913, 0.35113], [-0.23214, 0.01858, -0.82439], [1.48162, -3.65628, 0.86481], [2.16042, -1.88396, 1.54732], [0.93686, 0.26850, 2.27042], [0.14638, 0.67141, -1.47189], [-1.18856, -0.57606, -1.10765]]
}

***

<2>
{
  "formula": "C3H3ClS",
  "method": "ωB97M-V/def2-TZVPD",
  "homo_lumo_gap_ev": 8.4,
  "homo_energy_ev": -8.188,
  "e_lumo_ev": 0.260,
  "elements": ["C", "C", "C", "S", "Cl", "H", "H", "H"],
  "positions_angstrom": [[-1.27833, 1.11485, 0.57989], [-0.34735, 0.31739, 0.15928], [0.35969, -0.58990, -0.38524], [-3.24694, -1.08149, -0.39017], [-2.98126, 0.76680, 0.20608], [-1.06520, 1.95996, 1.09452], [0.82796, -1.50717, -0.06145], [0.70833, -0.66687, -1.36968]]
}

***

<2> takes first place; second place is 3.1 kcal/mol up.

***

<1>
{
  "formula": "C3H5N2OS",
  "method": "ωB97M-V/def2-TZVPD",
  "total_charge": 1,
  "homo_lumo_gap_ev": [8.7, 8.7],
  "homo_energy_ev": [-13.921, -13.920],
  "e_lumo_ev": [-5.220, -5.220],
  "elements": ["C", "C", "C", "N", "N", "O", "S", "H", "H", "H", "H", "H"],
  "positions_angstrom": [[1.37489, -0.33966, -0.23985], [-0.89589, 0.26564, 0.55039], [-0.80940, 0.03414, -0.87774], [0.88222, -0.20050, 0.95727], [0.59854, -0.13387, -1.27249], [-1.43015, 0.70173, 2.99227], [-2.03290, 0.57822, 1.69739], [2.37372, -0.47285, -0.61914], [-1.30477, -0.89631, -1.36084], [-1.19189, 0.78460, -1.46861], [1.40357, -0.18568, 1.82571], [1.03205, -0.13546, -2.18436]]
}

***

<2>
{
  "formula": "C3H5N2OS",
  "method": "ωB97M-V/def2-TZVPD",
  "total_charge": 1,
  "homo_lumo_gap_ev": 8.8,
  "homo_energy_ev": -13.950,
  "e_lumo_ev": -5.117,
  "smiles": "[H]/N=C/O[C@@H](S)[N+]#C",
  "elements": ["H", "N", "C", "O", "C", "S", "N", "C", "H", "H", "H", "H"],
  "positions_angstrom": [[2.02652, -0.13246, 1.65684], [1.29104, -0.14444, 0.96389], [1.29078, -1.00219, 0.05831], [0.30790, -0.99151, -0.86548], [-0.71916, -0.08767, -0.72232], [-2.07101, -0.68976, 0.43149], [-0.33342, 1.16534, -0.21172], [-0.45557, 2.29357, 0.00839], [1.99901, -1.80067, -0.16987], [-1.14853, 0.06735, -1.72408], [-1.78590, -1.97527, 0.22623], [-0.40165, 3.29770, 0.34830]]
}

***

<2> takes first place; second place is 6.6 kcal/mol up.

***

<1>
{
  "formula": "C2HNO2S",
  "method": "ωB97M-V/def2-TZVPD",
  "homo_lumo_gap_ev": 11.4,
  "homo_energy_ev": -11.170,
  "e_lumo_ev": 0.224,
  "elements": ["C", "C", "N", "O", "O", "S", "H"],
  "positions_angstrom": [[1.95676, 0.15952, -0.14243], [-1.68526, -1.58590, 0.67381], [-1.77287, -0.48151, 0.39400], [0.94303, 0.58567, -0.48431], [-1.66871, 0.81307, 0.09259], [3.30117, -0.55445, 0.09891], [-1.07411, 1.06360, -0.63257]]
}

***

<2>
{
  "formula": "C2HNO2S",
  "method": "ωB97M-V/def2-TZVPD",
  "homo_lumo_gap_ev": 9.5,
  "homo_energy_ev": -9.819,
  "e_lumo_ev": -0.344,
  "smiles": "O=c1ncso1",
  "elements": ["O", "C", "N", "C", "S", "O", "H"],
  "positions_angstrom": [[2.06619, -0.04073, 0.90557], [1.05556, 0.00705, 0.32964], [0.12851, -0.94311, 0.14896], [-1.00891, -0.50665, -0.22901], [-0.91345, 1.17130, -0.70660], [0.58139, 1.27601, -0.10974], [-1.90929, -0.96386, -0.33881]]
}

***

<2> takes first place; second place is 55.2 kcal/mol up.

***

<1>
{
  "formula": "C2HNO2S",
  "method": "ωB97M-V/def2-TZVPD",
  "homo_lumo_gap_ev": [8.1, 6.6],
  "homo_energy_ev": [-9.166, -8.454],
  "e_lumo_ev": [-1.023, -1.873],
  "elements": ["C", "C", "N", "O", "O", "S", "H"],
  "positions_angstrom": [[0.19899, 0.46947, 0.02910], [1.38910, -0.16284, 0.10343], [-1.02710, -0.17400, -0.02702], [0.44902, 1.68909, 0.00684], [2.49143, -0.39660, -0.10575], [-1.55164, -1.74140, -0.02606], [-1.94980, 0.31628, 0.01946]]
}

***

<2>
{
  "formula": "C2HNO2S",
  "method": "ωB97M-V/def2-TZVPD",
  "homo_lumo_gap_ev": 9.0,
  "homo_energy_ev": -11.026,
  "e_lumo_ev": -1.977,
  "smiles": "N#CSOC=O",
  "elements": ["N", "C", "S", "O", "C", "O", "H"],
  "positions_angstrom": [[-2.77957, 1.11639, -0.76023], [-1.98975, 0.71731, -0.04480], [-0.89133, 0.29824, 1.10164], [0.66391, 0.42061, 0.08927], [1.46870, -0.56382, -0.11237], [2.46051, -0.36434, -0.68837], [1.06752, -1.62440, 0.41485]]
}

***

<3>
{
  "formula": "C2HNO2S",
  "method": "ωB97M-V/def2-TZVPD",
  "homo_lumo_gap_ev": 11.5,
  "homo_energy_ev": -11.179,
  "e_lumo_ev": 0.312,
  "elements": ["C", "C", "N", "O", "O", "S", "H"],
  "positions_angstrom": [[-1.76323, 0.96565, 1.38954], [1.35635, 1.48036, 1.50666], [-1.29416, 0.60881, 0.39675], [0.93416, 2.55570, 1.62715], [-0.80726, 0.26029, -0.78828], [1.95498, 0.05083, 1.40664], [0.10003, 0.33478, -0.72492]]
}

***

<2> takes first place; second place is 17.3 kcal/mol up.